(1)
C3H6O2 | ωB97M-V/def2-TZVPD

Geometry as XYZ:
```
11
Properties=species:S:1:pos:R:3:forces:R:3
C 1.8783 0.4240 0.7522 -0.81 -0.16 -2.68
C 1.4433 0.1269 -0.3710 3.00 -0.71 2.12
O 1.5320 -0.5496 -1.5184 -0.86 0.44 0.15
H 2.8058 0.6521 1.2182 -0.11 0.21 0.66
H 0.6504 -0.8787 -1.7567 0.13 0.22 0.02
C -1.5223 -0.1808 0.6711 0.83 1.00 -3.17
O -0.6315 0.2382 -0.5918 -2.45 -1.00 2.11
H -1.5884 0.6275 1.3922 0.27 0.01 -0.09
H -2.4735 -0.3784 0.1775 -0.10 -0.06 0.50
H -1.0958 -1.0915 1.0716 0.31 0.15 -0.09
H -0.9983 1.0104 -1.0450 -0.21 -0.09 0.48
```
Forces are in eV/Å.

## Properties
ΔE to the lowest compared entry with this formula, charge and spin: 5.144 eV
Calculated total energy: -7298.534 eV
Largest force on an atom: 3.742 eV/A
Charge: 0
SMILES string: C#CO.CO
HOMO-LUMO gap: 8.9 eV
E_HOMO: -8.357 eV

(2)
C4H13N3 | ωB97M-V/def2-TZVPD

Geometry as XYZ:
```
20
Properties=species:S:1:pos:R:3:forces:R:3
C -2.8289 2.5342 0.3249 -0.35 -0.02 0.14
N -0.4509 1.2334 1.1472 -0.86 0.90 -0.80
C -0.5162 2.1771 0.0240 -2.15 0.06 0.02
N -1.6127 2.7281 -0.4370 3.12 -0.82 1.17
H -3.6790 2.5773 -0.3593 0.01 -0.09 -0.02
H -2.9836 3.3659 1.0472 0.29 -0.38 -0.31
H -2.8297 1.5892 0.8685 -0.14 0.09 0.10
H -0.1549 0.3134 0.8073 0.07 0.08 -0.06
H 0.2714 1.5431 1.7834 0.40 -0.01 0.15
H 0.4592 2.3492 -0.4372 -0.45 0.26 -0.38
C 2.0881 -1.1641 -0.9916 -0.15 -0.70 -0.19
N 1.9006 -2.5711 -0.5985 0.48 0.70 -0.55
C 0.5733 -2.8137 -0.0614 0.63 0.03 0.41
H 1.3215 -0.9114 -1.7269 -0.13 0.21 0.15
H 2.0419 -0.4746 -0.1423 -0.11 0.18 -0.05
H 3.0408 -1.0486 -1.5070 0.22 0.01 0.08
H 2.6578 -2.7836 0.0408 -0.40 -0.26 0.26
H 0.3192 -2.1858 0.8071 -0.03 0.03 -0.08
H 0.5263 -3.8538 0.2624 -0.26 -0.13 -0.08
H -0.1443 -2.6042 -0.8517 -0.20 -0.14 0.02
```
Forces are in eV/Å.

## Properties
ΔE to the lowest compared entry with this formula, charge and spin: 1.106 eV
Calculated total energy: -8826.543 eV
Multiplicity: 2
Largest force on an atom: 3.430 eV/A
Charge: -1
HOMO-LUMO gap (alpha / beta): 3.0 / 9.5 eV
E_HOMO (alpha / beta): 1.125 / -5.510 eV

(3)
C5H6N2OS | ωB97M-V/def2-TZVPD

Geometry as XYZ:
```
15
Properties=species:S:1:pos:R:3:forces:R:3
C -1.2068 -1.2174 -0.5100 0.53 -0.04 0.17
C -0.1744 -0.4485 -0.0976 -0.32 -0.41 -0.33
C -1.9908 0.8930 -0.1481 -0.30 -0.14 0.24
C 1.2876 -0.6297 0.0636 0.07 0.26 0.05
C 0.9193 1.9762 0.2538 -2.92 -2.26 -0.16
N -2.3344 -0.4135 -0.4764 -0.19 -0.19 -0.19
N -0.6676 0.8019 0.1660 3.25 2.11 0.44
O -2.7349 1.8434 -0.0943 -0.42 0.68 -0.13
S 2.0093 0.9317 -0.6020 0.22 -0.25 -0.18
H -1.2486 -2.2577 -0.7605 0.01 -0.17 -0.06
H 1.5871 -0.7294 1.1080 0.01 -0.06 -0.02
H 1.6817 -1.4560 -0.5224 0.05 0.01 0.04
H 0.6601 2.8963 -0.2422 -0.04 0.19 -0.02
H 0.9846 1.9933 1.3295 -0.02 0.13 0.12
H -3.2419 -0.6681 -0.8285 0.07 0.16 0.04
```
Forces are in eV/Å.

## Properties
ΔE to the lowest compared entry with this formula, charge and spin: 1.301 eV
Calculated total energy: -21143.797 eV
Largest force on an atom: 3.905 eV/A
Charge: 0
HOMO-LUMO gap: 7.7 eV
E_HOMO: -7.643 eV

(4)
C3H9NS | ωB97M-V/def2-TZVPD

Geometry as XYZ:
```
14
Properties=species:S:1:pos:R:3:forces:R:3
C -2.6259 -0.9283 -0.6096 -0.06 -1.08 0.02
N -2.2726 -1.7124 -1.5795 0.91 0.94 -0.03
H -2.7724 0.1327 -0.7474 -0.41 0.20 -0.28
H -2.8444 -1.3414 0.3747 0.32 0.33 0.30
H -1.8735 -2.5636 -1.1925 -0.73 -0.40 0.00
C 0.8915 0.3392 1.9013 -0.10 0.44 -0.26
S 1.0513 1.2797 0.3537 -0.08 -0.38 -0.19
C 1.6070 -0.0775 -0.7535 -0.19 0.80 0.08
H 0.2990 -0.5763 1.8070 0.18 -0.01 -0.28
H 1.8981 0.1724 2.2854 -0.15 -0.21 0.30
H 0.3095 0.9870 2.5550 0.22 0.07 0.25
H 2.5408 0.1883 -1.2455 0.19 -0.05 0.19
H 0.8635 -0.2215 -1.5331 -0.17 -0.31 0.14
H 1.7229 -0.9420 -0.1153 0.08 -0.35 -0.24
```
Forces are in eV/Å.

## Properties
ΔE to the lowest compared entry with this formula, charge and spin: 2.339 eV
Calculated total energy: -15579.709 eV
Multiplicity: 2
Largest force on an atom: 1.308 eV/A
Charge: -1
HOMO-LUMO gap (alpha / beta): 2.4 / 8.6 eV
E_HOMO (alpha / beta): 1.152 / -4.838 eV

(5)
C25H67BaO25S8 | ωB97M-V/def2-TZVPD

Geometry as XYZ:
```
126
Properties=species:S:1:pos:R:3:forces:R:3
Ba -0.5087 -0.4068 -0.2563 -0.85 -2.16 -0.05
C -0.4168 -3.8630 -2.1335 -0.17 1.02 1.76
O -0.8337 -2.9327 -1.1800 0.05 0.79 0.16
H 0.3873 -3.4746 -2.7585 0.06 0.23 -0.84
H 0.0714 -4.6844 -1.6091 0.07 -0.96 0.03
H -1.2656 -4.2440 -2.7014 0.10 -0.22 -0.53
O 2.4910 0.2964 -4.2148 0.03 0.13 0.35
S 2.1956 1.0232 -3.0162 0.33 0.77 0.87
O 1.1320 0.4660 -2.1287 3.35 1.93 -1.77
O 3.6121 1.2050 -2.1256 -2.48 -0.64 0.30
C 4.8924 1.3123 -2.7266 1.38 -0.45 -0.49
C 5.9104 0.7103 -1.7275 -0.51 0.45 -0.39
C 2.0371 2.8607 -3.4252 0.03 -1.86 0.68
H 5.1501 2.3412 -2.9779 -0.26 0.31 0.33
H 4.9134 0.7961 -3.6864 -0.09 -0.33 0.06
H 6.9554 0.8364 -2.0106 -0.14 -0.04 -0.53
H 5.6904 -0.3510 -1.6123 0.09 0.08 0.31
H 5.8468 1.2557 -0.7859 -0.29 -0.25 0.17
H 1.8209 3.3198 -2.4605 -0.68 0.05 -0.40
H 1.3083 2.8568 -4.2357 -0.21 0.47 0.45
H 3.0042 3.2559 -3.7360 0.11 -0.61 -0.23
O 4.1492 -2.6127 1.2330 -0.66 0.63 -1.36
S 3.2760 -2.7273 0.0835 -0.37 -1.06 -0.71
O 2.0609 -1.9095 -0.0178 2.01 -1.12 0.03
O 4.2006 -2.5230 -1.2772 -0.32 0.00 2.43
C 3.6515 -2.3940 -2.5865 -0.65 -0.79 -0.99
C 3.6195 -3.7251 -3.3459 0.27 0.29 -0.23
C 2.9179 -4.5400 0.0060 -0.44 0.76 0.02
H 4.2731 -1.6833 -3.1312 0.05 0.09 0.27
H 2.6310 -2.0126 -2.5532 0.01 0.20 0.22
H 4.5876 -4.1937 -3.5231 0.23 0.08 0.64
H 3.3156 -3.5125 -4.3709 -0.58 0.06 0.06
H 2.9390 -4.4376 -2.8798 0.01 0.05 -0.25
H 2.3670 -4.8199 -0.8920 0.17 0.28 -0.04
H 2.2771 -4.7912 0.8512 0.05 0.34 0.12
H 3.8482 -5.0958 0.1225 0.07 0.37 -0.21
O 2.8336 0.1348 3.5692 -1.45 0.98 -1.63
S 2.2762 0.8409 2.4128 1.39 -0.27 -1.74
O 1.0788 0.3848 1.6889 2.27 0.77 1.86
O 2.0070 2.3898 2.7722 -0.74 -0.88 0.25
C 2.3022 2.8179 4.1180 1.97 1.55 -0.25
C 2.3043 4.3800 4.1298 -1.49 -0.54 0.88
C 3.7025 1.1436 1.1664 -1.34 -0.39 1.33
H 3.2959 2.4242 4.3318 0.06 0.16 0.26
H 1.6592 2.4102 4.8980 -0.46 0.05 -0.44
H 3.0185 5.0455 3.6450 0.51 -0.97 -0.24
H 2.2660 4.6639 5.1815 0.31 0.04 0.14
H 1.3296 4.7210 3.7807 -0.16 -0.06 -0.23
H 3.4462 1.9845 0.5220 -0.23 -0.20 0.12
H 3.8675 0.2280 0.5985 -0.10 0.08 0.17
H 4.5486 1.3913 1.8074 -0.03 -0.11 -0.07
O -1.7027 0.1712 -2.5544 -0.48 0.23 -2.47
S -1.6446 0.4864 -3.9810 0.93 -0.01 -0.03
O -0.5289 1.3504 -4.4300 -2.12 -1.36 0.44
O -1.5692 -0.9652 -4.7805 -0.71 2.02 1.72
C -1.1404 -0.9357 -6.1355 2.15 -1.15 -0.97
C 0.2498 -1.7100 -6.1851 -0.70 1.06 0.53
C -3.2707 1.2024 -4.5538 1.81 -0.47 1.17
H -1.0701 0.0832 -6.5163 0.23 0.00 0.11
H -1.8445 -1.4723 -6.7714 -0.31 0.00 0.36
H 0.7076 -1.7296 -7.1741 -0.37 -0.19 -0.11
H 0.1471 -2.7022 -5.7457 -0.31 -0.13 -0.40
H 0.9791 -1.2286 -5.5335 -0.14 0.39 0.02
H -3.0583 1.5163 -5.5758 -0.57 -0.33 -0.01
H -3.4431 2.0586 -3.9017 0.20 0.08 -0.05
H -4.0146 0.4451 -4.3063 0.01 -0.03 -0.65
O -2.8766 3.3921 -1.8686 2.31 0.39 1.94
S -1.6176 3.4749 -1.1015 1.30 -1.77 -1.25
O -0.9779 2.2083 -0.5896 -1.77 4.19 -1.00
O -0.4267 4.0634 -2.1588 -2.02 -0.84 1.66
C -0.8363 5.1009 -3.0754 0.85 0.44 -0.75
C 0.2123 6.1900 -2.9682 -0.18 0.39 0.37
C -1.5901 4.9114 0.1670 -0.02 -1.76 -1.52
H -1.8646 5.4263 -2.9181 0.07 -0.07 0.09
H -0.7248 4.7414 -4.0984 -0.49 -0.63 0.09
H 0.0465 6.8008 -2.0808 0.29 -0.01 0.13
H 0.2282 6.8692 -3.8205 -0.24 -0.12 -0.09
H 1.1866 5.7029 -2.9284 0.04 0.16 0.14
H -2.4079 4.7453 0.8682 0.05 0.13 -0.19
H -1.6886 5.7573 -0.5133 -0.20 0.12 0.39
H -0.5988 4.8711 0.6186 -0.13 -0.06 -0.06
O -2.6087 -3.1625 3.4773 2.45 0.55 -0.54
S -1.2590 -3.0793 2.9142 0.38 -0.71 -0.69
O -0.8103 -1.9628 2.0896 -0.78 -0.67 1.48
O -0.1645 -3.2757 4.1475 -2.03 0.51 -0.61
C 1.2039 -3.0882 3.8174 2.21 -0.32 0.90
C 2.1523 -3.0712 5.0583 -1.90 0.73 0.33
C -0.9663 -4.5493 1.9075 -0.04 -0.14 0.66
H 1.4213 -2.1120 3.3840 -0.51 -0.30 -0.76
H 1.5336 -3.9571 3.2478 -0.08 0.30 -0.66
H 1.8874 -2.1793 5.6260 0.25 0.35 -0.04
H 3.1815 -2.9590 4.7173 -0.11 -0.36 0.09
H 1.9514 -3.8462 5.7980 0.43 -0.55 -0.49
H 0.0583 -4.5720 1.5364 -0.13 0.37 0.05
H -1.6442 -4.5584 1.0540 0.04 0.36 0.09
H -1.1308 -5.4186 2.5442 -0.12 0.06 0.03
O -1.7123 1.0325 1.9463 -2.07 2.50 1.90
S -2.4966 2.0248 2.7467 2.87 -1.48 -0.19
O -3.3990 2.9398 2.0742 0.63 -1.31 1.18
O -3.2357 1.1883 3.9384 -0.18 1.58 -1.87
C -2.4559 0.2567 4.6688 1.55 -0.75 1.98
C -3.4006 -0.6059 5.5089 0.35 0.85 -1.07
C -1.2176 2.9882 3.7660 -0.49 -0.52 -0.83
H -1.8335 0.7525 5.4137 -0.04 0.83 0.03
H -1.6753 -0.2586 4.1091 -0.77 -0.35 -0.85
H -4.1580 -0.9090 4.7860 -0.28 -0.59 0.64
H -3.7888 0.0589 6.2806 -0.42 -0.26 -0.05
H -2.8559 -1.4183 5.9898 -0.19 -0.11 -0.31
H -1.6468 3.6700 4.5002 -0.41 -0.27 -0.15
H -0.5808 3.5592 3.0904 -0.32 -0.11 -0.34
H -0.5543 2.2674 4.2443 -0.35 -0.16 -0.03
O -4.9929 -1.7101 -1.5611 0.78 0.53 1.92
S -4.5109 -1.7275 -0.1915 0.16 -1.30 1.54
O -3.2730 -1.0683 0.2804 -2.30 -0.28 -1.14
O -5.7991 -1.3005 0.7985 0.84 -0.09 -1.74
C -5.4660 -0.6325 2.0158 -0.39 0.93 1.01
C -6.7332 -0.2700 2.8838 0.71 -1.25 -1.51
C -4.3717 -3.4714 0.3768 -0.32 0.86 -1.12
H -4.9988 0.3178 1.7572 0.33 -0.11 0.10
H -4.7652 -1.2814 2.5410 0.05 0.21 0.36
H -7.3066 -1.1783 3.0687 0.04 -0.03 0.25
H -7.3862 0.3733 2.2940 0.14 0.26 0.22
H -6.4250 0.1782 3.8284 0.00 0.08 -0.19
H -4.2186 -3.5369 1.4540 0.03 0.27 -0.14
H -3.5505 -3.8924 -0.2033 0.18 0.10 0.11
H -5.3013 -3.9413 0.0556 0.01 0.00 0.20
```
Forces are in eV/Å.

## Properties
Calculated total energy: -165566.083 eV
Largest force on an atom: 4.662 eV/A
Charge: +1
HOMO-LUMO gap: 6.6 eV
E_HOMO: -8.579 eV

(6)
C23H24ClN3O4 | ωB97M-V/def2-TZVPD

Geometry as XYZ:
```
55
Properties=species:S:1:pos:R:3:forces:R:3
C 1.4362 -4.9350 0.1993 0.28 -0.49 -0.06
O 0.7721 -3.7060 -0.0029 -0.14 0.40 0.20
C 0.3001 -2.9666 1.0325 -0.14 0.18 -0.14
C -0.5016 -1.9058 0.6453 0.13 -0.19 0.11
C -1.0694 -1.0207 1.5630 0.15 -0.18 0.48
C -1.9125 0.0835 1.1957 -0.43 0.27 0.32
C -2.2726 0.3945 -0.2208 -0.03 0.01 0.24
O -3.4326 0.4001 -0.5923 -0.31 0.06 -0.01
N -1.2426 0.6532 -1.0651 0.11 -0.04 -0.25
C 0.1034 0.9902 -0.6652 0.29 0.37 0.19
C 0.3493 2.4787 -0.9720 0.17 -0.30 0.16
N 0.1149 2.7871 -2.3632 -0.16 0.26 0.23
C 1.1345 2.7033 -3.2964 0.35 0.08 -0.24
C 2.4070 2.2064 -2.9905 -0.13 -0.04 0.19
C 3.4145 2.2032 -3.9358 0.00 0.06 -0.16
C 3.2016 2.6808 -5.2162 0.06 0.01 -0.04
C 1.9460 3.1806 -5.5196 0.03 -0.13 0.22
Cl 1.6404 3.8106 -7.1033 -0.03 0.07 -0.17
C 0.9283 3.2039 -4.5886 -0.04 -0.06 -0.07
C -1.2465 2.4523 -2.7301 -0.19 -0.34 -0.10
C -1.5206 0.9670 -2.4512 -0.35 0.16 -0.28
C -2.4945 0.8078 2.1815 0.23 -0.16 -0.86
N -2.2661 0.5945 3.5038 0.09 -0.17 0.11
C -2.9285 1.4395 4.4734 -0.12 0.18 0.40
C -1.4234 -0.4076 3.9656 -0.01 0.09 0.14
O -1.2219 -0.5512 5.1612 0.08 -0.12 0.10
C -0.8326 -1.2434 2.9282 0.14 -0.19 -0.44
C -0.0187 -2.3078 3.3243 0.04 -0.08 -0.01
C 0.5616 -3.1661 2.4141 0.01 -0.01 0.17
O 1.3800 -4.2012 2.7764 -0.16 0.22 -0.41
C 1.6083 -4.4260 4.1474 0.05 -0.04 0.22
H 0.8302 -5.6291 0.7847 0.05 0.04 -0.05
H 1.5869 -5.3404 -0.8012 -0.01 0.01 0.08
H 2.4029 -4.7984 0.6873 -0.11 -0.03 -0.07
H -0.6931 -1.7927 -0.4094 0.02 0.00 -0.15
H 0.8067 0.3718 -1.2343 0.01 0.00 0.09
H 0.2420 0.7982 0.3977 0.04 0.00 -0.10
H -0.3603 3.0730 -0.3838 0.08 -0.05 0.04
H 1.3568 2.7758 -0.6846 -0.03 0.02 0.02
H 2.6229 1.8052 -2.0134 -0.03 -0.04 0.09
H 4.3842 1.8086 -3.6713 0.08 -0.04 0.03
H 3.9841 2.6711 -5.9565 0.06 0.01 -0.09
H -0.0186 3.6370 -4.8662 -0.07 0.06 -0.02
H -1.9280 3.0645 -2.1303 -0.02 -0.03 -0.08
H -1.4268 2.6583 -3.7820 -0.03 0.04 0.05
H -0.8752 0.3515 -3.0882 -0.03 0.03 -0.01
H -2.5673 0.7269 -2.6433 0.15 -0.01 -0.04
H -3.1714 1.6166 1.9464 -0.07 0.02 0.00
H -4.0111 1.3593 4.3704 0.02 0.00 -0.01
H -2.6287 2.4802 4.3422 -0.01 -0.02 0.00
H -2.6291 1.0979 5.4635 -0.08 0.10 -0.13
H 0.1329 -2.4244 4.3851 0.06 -0.06 0.08
H 2.1051 -3.5721 4.6175 -0.03 -0.02 -0.01
H 2.2630 -5.2951 4.1919 -0.05 0.07 0.06
H 0.6775 -4.6437 4.6793 0.03 0.03 -0.01
```
Forces are in eV/Å.

## Properties
ΔE to the lowest compared entry with this formula, charge and spin: 2.164 eV
Calculated total energy: -49423.611 eV
Largest force on an atom: 0.906 eV/A
Charge: 0
SMILES string: COc1cc2c(C(=O)N3CCN(c4cccc(Cl)c4)CC3)cn(C)c(=O)c2cc1OC
HOMO-LUMO gap: 8.4 eV
E_HOMO: -7.905 eV